A molecular structure, C4H12N2O2 at a distorted geometry. Source: the OMol25 dataset; level of theory: the ωB97M-V functional and the def2-TZVPD basis.

Geometry as XYZ:
```
20
Properties=species:S:1:pos:R:3:forces:R:3
N -1.43891 1.63651 -0.33192 1.9 -1.9 -1.0
C -1.29822 -1.29071 -1.47204 -1.2 -0.3 1.8
C -0.24262 -0.88388 -0.43918 -0.8 -1.0 1.1
C 0.02544 0.60739 -0.56603 1.8 0.1 3.3
C 0.97008 1.15267 0.52246 1.0 1.1 1.7
N 1.05512 2.55473 0.61123 -0.8 -0.6 0.7
O 1.64149 0.43277 1.27778 -1.1 0.8 -1.5
H -1.88591 1.20190 0.55388 1.1 -0.2 -2.1
H -1.00226 0.85464 -1.19714 -4.2 2.4 1.1
H -1.72257 -2.30860 -1.26536 0.5 0.9 -0.2
H -0.85654 -1.27039 -2.42117 0.4 -0.1 -1.7
H -2.12495 -0.54014 -1.41194 0.4 -0.9 -0.3
H -0.66053 -1.13535 0.58862 0.7 0.6 -1.1
H 0.67309 -1.49483 -0.54981 -0.3 0.5 0.1
H 0.50660 0.85751 -1.50315 0.1 0.3 -0.6
H 1.62314 2.90744 1.44112 -1.3 -0.8 -1.7
H 0.12378 3.01120 0.38483 1.7 -0.7 0.3
H 1.85503 -2.61308 2.45700 -0.6 0.5 -0.9
H 1.46339 -1.38463 1.60705 0.5 2.1 -0.1
O 1.29535 -2.29515 1.71377 0.2 -2.8 1.1
```
Positions in Å, forces in eV/Å.

## Properties
lowest unoccupied orbital energy	0.77	eV
calculated total energy	-11414.3057	eV
orbital gap	0.3795	Eh
ΔE to the lowest compared entry with this formula, charge and spin	113.3	kcal/mol

2 unconnected molecules or ions with the total composition C4H12N2O2 at a distorted geometry. Source: the OMol25 dataset; level of theory: the ωB97M-V functional and the def2-TZVPD basis.

Geometry as XYZ:
```
20
Properties=species:S:1:pos:R:3:forces:R:3
N -0.22179 0.63152 -0.78439 -1.7 0.9 3.5
C 0.40010 -0.17778 0.24467 -1.1 -3.0 -0.3
C -0.16474 -0.14408 1.56419 -0.9 1.3 -0.2
C -0.36729 1.05235 2.39636 0.0 2.0 -0.5
O -1.76704 1.44426 2.15027 1.1 -1.0 0.8
C 0.42005 -1.67882 -0.27592 0.8 1.0 0.6
N 1.09918 -1.71483 -1.52379 -0.4 -0.6 -0.9
H 0.19151 0.66034 -1.73531 1.1 0.2 -1.5
H -0.51358 1.53222 -0.41866 -0.1 0.2 -0.4
H 1.46010 0.10927 0.38056 0.4 0.3 0.2
H -0.86409 -0.91297 1.91568 0.8 -0.7 -0.1
H 0.14519 1.95714 2.06071 0.7 -0.4 0.0
H -0.11338 0.90105 3.44738 -0.5 -0.2 0.1
H 0.93832 -2.29648 0.47063 0.0 0.1 0.2
H -0.58933 -2.08424 -0.37243 -0.1 0.3 0.0
H 0.48372 -1.26940 -2.23231 0.5 -0.3 0.1
H 1.86461 -1.04520 -1.56689 0.1 -0.3 0.2
H -2.05964 0.81051 1.49632 -0.9 0.0 -0.5
H 0.78660 0.43143 -3.89850 -0.3 0.3 -0.2
O 0.58498 0.36148 -2.96877 0.6 -0.1 -1.0
```
Positions in Å, forces in eV/Å.

## Properties
lowest unoccupied orbital energy	-3.69	eV
calculated total energy	-11410.8278	eV
orbital gap	0.1537	Eh
ΔE to the lowest compared entry with this formula, charge and spin	193.5	kcal/mol

2 unconnected molecules or ions with the total composition C4H12N2O2. Source: the OMol25 dataset; level of theory: the ωB97M-V functional and the def2-TZVPD basis.

Geometry as XYZ:
```
20
Properties=species:S:1:pos:R:3:forces:R:3
N 0.71094 -1.70738 1.59244 -0.1 0.0 -0.1
C -0.50096 -1.05742 1.11571 0.1 0.3 0.0
C -0.12323 0.31883 0.55923 0.0 -0.4 -0.2
N -0.73960 0.70080 -0.59672 -0.5 0.3 0.2
C -0.35694 2.00614 -1.12280 0.1 0.3 -0.2
C -2.05009 0.16915 -0.98019 0.2 0.2 0.2
O 0.77319 0.97698 1.04687 0.1 0.0 0.3
H 1.13305 -1.17459 2.33964 0.1 0.2 0.0
H 0.47235 -2.61699 1.94953 0.0 -0.3 0.2
H -0.90236 -1.65007 0.29859 -0.1 -0.2 0.1
H -1.28211 -0.94507 1.88875 0.1 0.1 -0.2
H 0.58978 1.95531 -1.65446 0.2 -0.1 0.1
H -0.23790 2.74674 -0.32028 -0.2 -0.2 -0.2
H -1.09102 2.34445 -1.85620 -0.1 -0.1 0.2
H -1.97528 -0.44934 -1.87208 -0.1 -0.3 0.1
H -2.53751 -0.33923 -0.14870 0.2 -0.3 -0.2
H -2.71378 0.98911 -1.20709 -0.1 0.4 -0.2
H 2.40028 -1.65757 -0.62171 -0.1 0.4 -0.4
H 1.39910 -0.62903 -1.07356 0.1 0.1 -0.1
O 2.20928 -1.05783 -1.36879 0.0 -0.5 0.5
```
Positions in Å, forces in eV/Å.

## Properties
lowest unoccupied orbital energy	0.68	eV
calculated total energy	-11417.8332	eV
orbital gap	0.3761	Eh
ΔE to the lowest compared entry with this formula, charge and spin	31.9	kcal/mol

A molecular structure, C4H12N2O2 at a distorted geometry. Source: the OMol25 dataset; level of theory: the ωB97M-V functional and the def2-TZVPD basis.

Geometry as XYZ:
```
20
Properties=species:S:1:pos:R:3:forces:R:3
O -0.05558 -1.45024 -1.15905 -0.3 0.2 1.4
C -1.10934 -1.01420 -0.57623 -0.5 -0.1 -4.0
C -1.23400 0.18715 0.19127 1.8 -0.1 2.1
C -2.42027 0.69849 0.93976 -1.1 -0.4 -0.1
N 0.01146 0.81737 0.55871 -1.0 -0.5 0.0
C 0.91869 -0.06205 1.36922 1.3 0.9 -0.3
N 2.29025 0.12821 0.94400 0.2 -0.3 0.0
H -1.99320 -1.41040 -1.10710 -0.7 0.0 1.2
H -1.32871 -1.14586 0.66128 0.5 0.3 0.5
H -3.19040 -0.07664 1.01374 -0.1 0.2 -0.1
H -2.13786 0.98522 1.95364 0.2 -0.1 -0.1
H -2.88976 1.57893 0.49678 0.3 0.0 -0.3
H 0.46137 1.04887 -0.33001 0.3 -0.3 0.1
H 0.66747 -1.11481 1.24400 -0.3 -0.1 0.0
H 0.92208 0.20516 2.42749 -0.6 -0.1 0.0
H 2.41882 0.57091 0.05514 -0.1 -0.1 -0.5
H 2.94053 0.52135 1.60014 -0.3 0.2 0.3
H 0.71460 -0.35466 -1.71861 1.0 1.2 -0.7
H 0.90471 0.62810 -2.97721 0.1 0.0 0.1
O 1.20857 0.51740 -2.06955 -0.7 -0.9 0.3
```
Positions in Å, forces in eV/Å.

## Properties
lowest unoccupied orbital energy	0.20	eV
calculated total energy	-11414.5978	eV
orbital gap	0.3344	Eh
ΔE to the lowest compared entry with this formula, charge and spin	106.5	kcal/mol

2 unconnected molecules or ions with the total composition C4H12N2O2 at a distorted geometry. Source: the OMol25 dataset; level of theory: the ωB97M-V functional and the def2-TZVPD basis.

Geometry as XYZ:
```
20
Properties=species:S:1:pos:R:3:forces:R:3
O 1.53406 1.80038 0.99067 0.4 0.0 0.0
C 1.12229 0.82638 0.40027 -0.9 -0.7 0.3
N 0.22468 -0.02562 1.05878 0.9 0.5 -0.7
C -0.31631 -1.27952 0.56898 -0.5 0.4 0.1
N 0.46856 -2.44705 0.88908 0.0 -0.9 0.0
C 1.39122 0.61111 -1.07738 0.1 0.8 0.2
C 0.15446 1.05306 -1.89151 -0.4 -0.6 0.3
H 0.30074 0.13110 2.05267 -0.3 -0.2 0.1
H -1.33105 -1.32645 0.97386 0.0 -0.3 0.1
H -0.46613 -1.17952 -0.50551 0.3 0.0 -0.1
H 0.04427 -3.03553 1.61004 0.2 0.5 -0.2
H 0.57467 -3.05364 0.08116 0.1 0.2 0.1
H 1.80449 -0.35824 -1.34854 -0.4 -0.2 0.2
H 2.17714 1.33907 -1.26760 0.1 -0.1 -0.1
H 0.36098 2.02457 -2.32659 -0.2 -0.1 -0.5
H -0.17912 0.28910 -2.59621 0.4 0.3 -0.5
H -0.74341 1.16565 -1.27789 0.2 0.2 0.3
H -1.90516 0.67092 0.85066 0.3 -0.1 0.0
H -2.50577 1.84418 1.52352 0.0 0.9 0.3
O -2.71060 0.95007 1.29153 -0.3 -0.6 -0.2
```
Positions in Å, forces in eV/Å.

## Properties
lowest unoccupied orbital energy	0.66	eV
calculated total energy	-11417.9383	eV
orbital gap	0.3834	Eh
ΔE to the lowest compared entry with this formula, charge and spin	29.5	kcal/mol

2 unconnected molecules or ions with the total composition C4H12N2O2 at a distorted geometry. Source: the OMol25 dataset; level of theory: the ωB97M-V functional and the def2-TZVPD basis.

Geometry as XYZ:
```
20
Properties=species:S:1:pos:R:3:forces:R:3
C 0.28532 0.61641 0.18944 0.2 -0.7 0.2
C -1.05969 -0.07709 -0.10020 -1.3 3.4 1.0
C 1.42130 -0.41453 0.44171 -0.1 0.4 0.0
C -1.41604 -1.24860 0.76005 -0.2 0.4 0.2
N 0.65711 1.43648 -0.94017 -0.4 0.0 0.1
N 1.78446 -1.26265 -0.67340 0.0 -0.1 0.0
O 0.12721 1.32932 1.40398 -0.1 0.4 -0.3
O -1.47690 -0.22098 -1.34903 0.4 0.4 -2.4
H -0.65265 1.91166 1.23852 0.5 -0.6 0.3
H -1.31892 0.68200 -1.75067 -0.1 -1.8 0.0
H -1.91105 1.37510 0.04466 1.1 -2.2 1.0
H 1.58715 1.81319 -0.79593 -0.1 0.1 0.0
H -0.00354 2.20937 -1.01203 0.3 0.1 0.0
H 1.93523 -0.70989 -1.50974 -0.1 -0.1 0.0
H 1.06842 -1.94972 -0.87679 0.0 0.1 -0.1
H 1.16437 -1.02852 1.30335 0.0 0.0 0.0
H 2.28763 0.18409 0.73590 0.1 -0.1 0.0
H -0.82506 -2.12063 0.47025 0.1 0.1 -0.2
H -2.46414 -1.50004 0.61980 0.0 0.0 0.1
H -1.19022 -1.02496 1.80031 -0.2 0.0 0.0
```
Positions in Å, forces in eV/Å.

## Properties
lowest unoccupied orbital energy	0.50	eV
calculated total energy	-11415.5143	eV
orbital gap	0.3438	Eh
ΔE to the lowest compared entry with this formula, charge and spin	85.4	kcal/mol

The highest lowest unoccupied orbital energy belongs to which entry? number 1

Look up the ΔE to the lowest compared entry with this formula, charge and spin of the second one. 193.5 kcal/mol